57
Properties=species:S:1:pos:R:3 method="wB97M-V/def2-TZVPD" de_lowest_kj_mol=0.0 smiles="C[C@@H]1CCCC[C@H]1NC(=O)[C@@H](C)OC(=O)CNC(=O)c1ccc2ccccc2c1" spin_multiplicity=1 e_tot_ha=-1303.804258
O -3.878 -2.767 -1.191
O -1.274 -1.029 -0.882
O -3.446 -1.346 0.498
O -4.669 1.932 0.123
N -3.635 0.576 -1.367
N 0.036 -2.225 0.507
C -3.660 1.603 -0.472
C 1.390 3.984 0.697
C -0.056 2.792 -0.862
C 2.257 3.220 -1.411
C 0.124 3.448 0.385
C -2.170 2.965 0.952
C -1.141 -1.735 0.099
C -1.308 2.223 -1.169
C -2.359 -2.130 0.966
C 4.206 -2.001 -0.421
C 3.497 -0.744 0.072
C -2.174 -1.818 2.444
C 1.292 -1.889 -0.139
C 3.292 -2.803 -1.342
C 1.506 0.182 1.292
C 2.433 3.869 -0.179
C 2.200 -1.087 0.806
C -3.974 -1.681 -0.687
C 1.039 2.699 -1.748
C -2.347 2.283 -0.272
C 1.995 -3.158 -0.622
C -4.641 -0.462 -1.310
C -0.971 3.531 1.272
H 1.215 0.800 0.446
H 2.441 -1.717 1.672
H 0.897 2.197 -2.695
H 2.174 0.762 1.924
H 3.092 3.139 -2.091
H 0.611 -0.052 1.864
H 1.330 -3.708 -1.290
H 3.794 -3.715 -1.668
H 3.262 -0.098 -0.777
H -5.459 -0.096 -0.682
H -0.839 4.045 2.213
H 2.217 -3.796 0.238
H 3.402 4.279 0.069
H 3.061 -2.211 -2.229
H 4.154 -0.186 0.741
H 1.027 -1.263 -0.997
H -3.014 3.014 1.624
H 5.119 -1.726 -0.952
H 0.084 -2.822 1.316
H -5.008 -0.714 -2.307
H -1.406 -2.446 2.888
H -1.422 1.744 -2.130
H -2.577 -3.195 0.800
H -2.718 0.233 -1.631
H 1.521 4.485 1.646
H -1.906 -0.772 2.568
H 4.491 -2.618 0.435
H -3.111 -1.995 2.965



57
Properties=species:S:1:pos:R:3 method="wB97M-V/def2-TZVPD" de_lowest_kj_mol=199.0 smiles="CCN(CC)CCCn1c(C)cc2c(c1=O)[C@H](c1ccccc1)C(C#N)=C(N)O2" spin_multiplicity=1 e_tot_ha=-1262.751020
O 3.059 1.935 0.959
O -0.156 -0.129 -1.861
N -0.710 1.728 -0.670
N 5.281 1.543 0.947
N -5.165 -0.296 -0.149
N 5.848 -1.301 -1.118
C 4.058 1.129 0.498
C 0.195 0.726 -1.065
C -6.285 -0.843 -0.891
C 3.860 0.101 -0.359
C -4.878 -0.647 2.277
C 0.865 2.776 0.739
C 1.824 1.800 0.385
C -6.777 -2.150 -0.280
C 1.444 -3.908 -0.249
C 2.049 -1.586 -0.145
C -0.389 2.711 0.209
C -4.350 0.627 -0.909
C -2.046 1.597 -1.225
C -2.931 0.712 -0.344
C -5.522 0.192 1.175
C -1.413 3.742 0.570
C 2.476 -0.299 -0.825
C 1.826 -2.739 -0.882
C 1.283 -3.937 1.125
C 1.885 -1.619 1.234
C 4.949 -0.668 -0.781
C 1.508 0.801 -0.484
C 1.504 -2.788 1.866
H 1.144 3.554 1.427
H -2.492 2.582 -1.362
H 1.945 -2.717 -1.955
H -7.212 -1.990 0.702
H 5.281 2.151 1.749
H 2.055 -0.725 1.819
H -5.150 -0.255 3.255
H -5.942 -1.047 -1.908
H -4.283 0.260 -1.936
H -2.954 1.105 0.673
H -2.326 3.283 0.943
H 0.985 -4.850 1.619
H -5.211 -1.678 2.207
H -7.125 -0.126 -0.958
H -1.015 4.395 1.341
H -1.930 1.118 -2.201
H 2.468 -0.465 -1.909
H -4.792 1.642 -0.945
H 1.379 -2.803 2.940
H -3.796 -0.635 2.181
H -2.506 -0.291 -0.310
H 6.043 0.892 0.861
H -5.947 -2.844 -0.186
H -1.666 4.353 -0.296
H -7.535 -2.593 -0.922
H -5.209 1.238 1.289
H -6.611 0.173 1.302
H 1.271 -4.801 -0.832



| no. | frontier orbital gap (eV) | HOMO level (hartree) |
| --- | --- | --- |
| 1 | 8.73 | -0.30812 |
| 2 | 8.84 | -0.30632 |